{"formula": "C41H49N4O3RbS3Sb2", "method": "ωB97M-V/def2-TZVPD", "symbols": ["Rb", "C", "C", "N", "N", "C", "S", "S", "C", "C", "C", "C", "C", "C", "C", "C", "C", "C", "C", "C", "C", "O", "H", "H", "H", "H", "H", "H", "H", "H", "H", "H", "H", "H", "H", "H", "C", "Sb", "C", "C", "C", "C", "C", "C", "C", "C", "C", "Sb", "C", "C", "H", "H", "H", "H", "H", "H", "H", "H", "H", "H", "H", "H", "H", "H", "H", "H", "H", "H", "H", "H", "O", "C", "O", "C", "C", "C", "C", "S", "C", "C", "H", "H", "H", "H", "H", "N", "C", "N", "C", "C", "C", "C", "C", "H", "H", "H", "H", "H", "H", "H", "H", "H", "H"], "coordinates": [[0.61795, 0.13982, -0.60667], [3.29302, 1.71410, -2.76221], [3.43990, 1.12780, -1.38071], [2.78872, 1.74136, -0.46021], [2.96556, 1.28782, 0.82525], [2.25314, 1.83007, 1.75224], [1.03813, 3.00734, 1.72484], [2.72427, 1.24016, 3.40287], [4.51237, 0.88956, 3.17181], [5.32464, 2.14743, 3.14839], [5.86358, 2.66508, 4.32457], [6.60626, 3.83585, 4.31367], [6.81353, 4.51538, 3.12221], [6.28253, 4.00705, 1.94507], [5.54301, 2.83407, 1.95544], [4.29541, -0.07234, -1.22915], [5.59113, -0.05131, -1.73826], [6.45623, -1.12825, -1.62556], [5.99238, -2.28657, -1.00024], [4.70508, -2.35762, -0.52140], [3.77808, -1.26984, -0.60518], [2.58122, -1.39489, -0.19689], [2.69164, 2.62023, -2.70769], [4.26831, 1.94496, -3.19364], [2.79983, 0.98495, -3.41163], [4.78326, 0.25942, 4.01968], [4.58080, 0.33475, 2.23773], [5.69885, 2.13717, 5.25761], [7.02311, 4.22028, 5.23762], [7.38876, 5.43367, 3.10972], [6.44391, 4.52746, 1.00896], [5.12752, 2.44450, 1.03528], [5.95206, 0.85941, -2.20787], [7.46584, -1.07032, -2.01449], [6.65497, -3.14070, -0.89206], [4.34003, -3.26876, -0.05840], [-2.03584, 4.16933, 2.64293], [-2.10836, 2.41455, 1.35341], [-2.21516, 3.64841, -0.41301], [-4.32630, 2.36640, 1.66148], [-5.15073, 2.58293, 0.45210], [-5.63349, 3.86530, 0.17774], [-6.47858, 4.12337, -0.88858], [-6.88464, 3.07336, -1.69841], [-6.38615, 1.80199, -1.46436], [-5.48855, 1.53201, -0.42768], [-4.89181, 0.18026, -0.30655], [-3.00638, -0.02674, -1.48600], [-4.05502, 0.45450, -3.32201], [-3.33052, -2.15996, -1.66315], [-2.77093, 4.90749, 2.31761], [-1.03550, 4.59505, 2.59520], [-2.24103, 3.88295, 3.67540], [-2.89188, 4.48577, -0.24720], [-2.57441, 3.06117, -1.25713], [-1.21069, 4.01487, -0.62449], [-4.52825, 3.14504, 2.39671], [-4.53258, 1.39876, 2.12010], [-5.34468, 4.67530, 0.84000], [-6.83647, 5.13070, -1.06737], [-7.57703, 3.24543, -2.51437], [-6.70382, 0.98287, -2.09949], [-5.55955, -0.58590, -0.70398], [-4.61511, -0.07346, 0.71557], [-4.83790, -0.28285, -3.50933], [-3.34788, 0.45256, -4.14718], [-4.50421, 1.44313, -3.23228], [-4.16057, -2.36939, -2.33747], [-3.53922, -2.58176, -0.67882], [-2.42710, -2.61615, -2.06349], [-1.47994, -7.10091, -5.92116], [-1.96961, -5.93467, -6.44445], [-2.63241, -6.01393, -7.45121], [-1.65143, -4.69648, -5.73394], [-2.25033, -3.50566, -6.17664], [-1.99290, -2.30174, -5.56992], [-1.10384, -2.20149, -4.47371], [-0.76054, -0.69833, -3.73478], [-0.50227, -3.40265, -4.03469], [-0.77114, -4.60524, -4.64303], [-0.98722, -6.90958, -5.11707], [-2.92875, -3.57087, -7.01791], [-2.45838, -1.39285, -5.92858], [0.19076, -3.35068, -3.20450], [-0.25776, -5.48376, -4.25943], [-1.91030, -0.87873, 1.38957], [-1.25694, -1.61027, 2.00759], [-0.50048, -2.42846, 2.70587], [0.87783, -2.11780, 3.06322], [1.00877, -1.93060, 4.59200], [-0.30698, -2.28411, 5.29050], [-0.79158, -3.65632, 4.81945], [-1.07670, -3.62425, 3.29917], [1.19487, -1.22827, 2.51999], [1.50916, -2.94492, 2.72669], [1.28085, -0.89988, 4.82105], [1.80031, -2.58111, 4.97143], [-1.05639, -1.52573, 5.05285], [-0.16818, -2.28715, 6.37311], [-1.69238, -3.95504, 5.35762], [-0.01296, -4.39397, 5.02989], [-2.14673, -3.62025, 3.09889], [-0.65108, -4.51065, 2.81547]], "forces_ev_per_a": [[-1.308, 0.054, -0.088], [-0.163, -0.145, 0.137], [0.351, 0.145, 0.051], [0.028, 0.781, -0.151], [0.623, -0.566, 0.105], [0.435, 0.088, -0.056], [-0.167, 0.112, 0.008], [0.077, 0.207, 0.028], [-0.512, -0.054, -0.075], [0.067, 0.012, 0.040], [0.022, -0.034, -0.069], [-0.008, 0.023, 0.063], [0.045, 0.024, -0.029], [-0.005, 0.027, 0.029], [0.073, -0.016, -0.057], [-0.106, -0.200, 0.275], [-0.005, 0.037, 0.049], [0.136, 0.014, -0.056], [-0.029, 0.070, -0.008], [0.018, -0.047, 0.102], [0.211, -0.085, -0.130], [0.338, -0.321, 0.075], [0.020, 0.009, -0.029], [-0.001, -0.035, -0.049], [0.061, 0.039, -0.100], [0.067, -0.043, -0.036], [0.134, -0.055, 0.036], [-0.014, 0.006, 0.008], [-0.014, 0.002, 0.001], [0.002, -0.004, 0.007], [-0.019, 0.004, -0.004], [-0.019, -0.049, 0.021], [-0.024, -0.002, -0.021], [-0.008, 0.020, 0.019], [-0.029, -0.018, -0.026], [-0.019, 0.026, 0.022], [0.167, -0.122, -0.069], [-0.346, 0.507, 0.212], [0.023, -0.033, 0.033], [0.226, -0.165, -0.024], [-0.201, 0.029, -0.096], [-0.050, -0.016, 0.021], [-0.015, 0.035, 0.041], [-0.013, 0.007, -0.068], [-0.081, 0.028, 0.062], [-0.082, 0.157, 0.006], [0.150, -0.057, 0.014], [-0.644, -0.221, -0.459], [0.026, 0.080, 0.102], [0.238, 0.076, 0.167], [-0.035, -0.050, -0.046], [0.001, 0.041, 0.043], [-0.003, -0.026, -0.001], [-0.005, 0.022, 0.002], [0.013, 0.036, -0.043], [0.022, -0.018, -0.007], [0.039, 0.016, 0.019], [-0.007, 0.002, 0.012], [-0.009, -0.005, 0.015], [0.001, -0.006, -0.006], [0.014, -0.017, -0.008], [0.064, -0.009, -0.034], [0.006, -0.019, -0.004], [-0.029, -0.073, 0.002], [-0.030, 0.008, 0.031], [0.074, -0.049, 0.047], [-0.022, 0.007, -0.024], [-0.034, 0.091, -0.002], [-0.014, 0.043, 0.020], [-0.010, -0.030, -0.009], [0.009, -0.019, -0.049], [-0.072, -0.308, -0.136], [-0.006, 0.036, 0.029], [0.077, 0.425, 0.186], [-0.008, -0.263, -0.053], [0.087, -0.013, 0.107], [0.020, -0.137, -0.140], [0.278, 0.320, 0.109], [-0.042, 0.056, 0.043], [-0.116, -0.164, -0.179], [0.000, 0.055, 0.053], [-0.002, 0.036, -0.011], [-0.027, -0.008, -0.005], [0.011, -0.010, -0.007], [0.033, 0.024, 0.027], [-0.130, -0.403, 0.073], [0.116, 0.199, -0.087], [-0.116, -0.218, -0.096], [0.238, 0.070, 0.128], [-0.245, 0.103, 0.043], [0.133, -0.172, -0.055], [-0.014, 0.193, -0.088], [0.041, -0.138, 0.134], [0.059, -0.044, 0.012], [-0.035, 0.067, -0.117], [0.086, -0.040, -0.062], [0.046, 0.042, 0.006], [-0.040, -0.004, 0.069], [-0.027, 0.047, 0.008], [0.020, -0.079, 0.007], [-0.037, -0.025, 0.056], [0.004, 0.040, -0.007], [-0.037, 0.037, -0.035]], "nbo_charge": [0.8802, -0.6545, 0.2703, -0.3460, -0.4709, -0.0556, -0.3972, 0.1705, -0.5795, 0.0822, -0.2453, -0.2231, -0.2418, -0.1952, -0.2303, -0.2019, -0.1818, -0.3429, -0.2065, -0.3212, 0.4123, -0.8312, 0.2246, 0.2058, 0.2270, 0.2102, 0.2729, 0.1976, 0.1949, 0.1957, 0.2035, 0.2422, 0.1856, 0.1867, 0.1838, 0.1916, -1.0115, 1.1146, -1.0196, -0.7848, -0.0208, -0.2178, -0.2415, -0.2472, -0.2103, -0.0372, -0.7864, 1.1023, -1.0294, -1.0038, 0.1966, 0.2361, 0.2071, 0.2108, 0.2199, 0.2362, 0.2130, 0.2154, 0.1960, 0.1946, 0.1956, 0.2016, 0.2125, 0.2270, 0.2008, 0.2424, 0.2176, 0.2108, 0.2105, 0.2338, -0.6967, 0.7766, -0.6169, -0.2886, -0.1388, -0.2703, -0.1421, -0.4234, -0.2166, -0.1842, 0.4764, 0.2192, 0.2142, 0.2164, 0.1727, -0.4539, 0.4693, -0.4747, -0.2136, -0.4211, -0.3938, -0.4157, -0.1948, 0.2599, 0.2002, 0.2384, 0.1918, 0.2072, 0.2049, 0.2055, 0.1934, 0.2122, 0.1893], "lumo_ev": 3.48, "homo_energy_ev": -2.3, "orbital_gap_ev": 5.729, "total_energy_ev": -101653.104, "total_charge": -2, "de_lowest_ev": 0.959, "max_force_ev_per_a": 1.3}